Record 1
Molecular formula: C41H57N3O23
Method: DFT, wB97M-V/def2-TZVPD

Calculated values
**SMILES**: O=C1C=C(O)C(=O)C=C1O.O=C1C=C(O)C(=O)C=C1O.O=C1C=C(O)C(=O)C=C1O.O=C1C=C(O)C(=O)C=C1O.CN(C)C=O.CN(C)C=O.CN(C)C=O.COCCOC.COCCOC
**Relative energy (zero: lowest compared OMol25 entry of this formula, charge and spin)**: 784.2 kJ/mol
**E**: -94989.3140 eV
**Kohn-Sham gap**: 0.263 hartree

ORCA input file:
```
! RIJCOSX wB97M-V def2-TZVPD def2/J DEFGRID3
* xyz 0 1
C 1.395 3.917 -3.389
O 0.937 3.108 -2.412
C -0.419 2.794 -2.553
C -1.329 3.930 -2.393
O -1.146 4.601 -1.261
C -1.523 3.904 -0.091
H 0.897 4.900 -3.378
H 1.230 3.484 -4.394
H 2.453 4.080 -3.224
H -0.653 2.006 -1.831
H -0.570 2.323 -3.549
H -2.353 3.518 -2.515
H -1.173 4.662 -3.171
H -2.564 3.582 -0.151
H -1.334 4.639 0.682
H -0.902 3.012 0.053
C 5.225 -0.438 2.443
O 4.069 -0.097 1.773
C 3.451 -1.122 1.059
C 2.513 -0.387 0.132
O 3.226 0.303 -0.807
C 2.415 0.878 -1.848
H 6.019 -0.694 1.708
H 5.035 -1.295 3.098
H 5.601 0.436 2.959
H 2.929 -1.828 1.737
H 4.219 -1.682 0.488
H 1.952 0.310 0.789
H 1.755 -1.095 -0.262
H 1.687 1.621 -1.429
H 1.828 0.108 -2.372
H 3.069 1.475 -2.479
C 4.204 3.161 1.288
O 5.277 3.367 1.604
N 3.286 4.136 1.007
C 2.006 3.839 0.493
C 3.715 5.467 0.996
H 3.807 2.142 1.153
H 1.268 4.241 1.200
H 1.805 2.775 0.491
H 1.876 4.273 -0.483
H 2.866 6.137 0.782
H 4.089 5.808 1.961
H 4.457 5.651 0.214
C -5.848 2.854 -0.624
O -6.382 2.210 -1.535
N -6.505 3.652 0.249
C -5.758 4.385 1.276
C -7.956 3.854 0.111
H -4.763 2.812 -0.416
H -5.257 5.296 0.877
H -4.993 3.766 1.745
H -6.429 4.776 2.038
H -8.177 4.745 -0.490
H -8.398 2.978 -0.348
H -8.399 3.975 1.098
C -2.309 -0.240 -0.145
O -2.684 0.876 0.090
N -1.055 -0.732 0.159
C -0.582 -1.923 -0.387
C -0.187 -0.001 0.901
H -2.976 -0.969 -0.622
H 0.367 -1.840 -0.896
H -1.342 -2.362 -1.047
H -0.520 -2.691 0.396
H 0.610 0.410 0.275
H -0.736 0.836 1.322
H 0.204 -0.613 1.710
C 2.330 -2.403 4.580
C 3.403 -2.921 5.034
C 4.436 -2.137 5.670
O 5.325 -2.645 6.102
C 4.196 -0.733 5.773
C 3.153 -0.141 5.247
C 2.108 -0.982 4.612
O 1.054 -0.505 4.160
O 2.879 1.064 5.388
O 3.730 -4.180 4.808
H 1.669 -3.005 3.978
H 4.903 -0.194 6.405
H 1.914 1.171 5.254
H 4.571 -4.371 5.305
C -2.155 -4.077 1.901
C -1.821 -2.942 2.534
C -2.813 -1.888 2.862
O -2.556 -0.918 3.428
C -4.199 -2.095 2.305
C -4.521 -3.164 1.664
C -3.529 -4.280 1.416
O -3.899 -5.252 0.811
O -5.773 -3.389 1.215
O -0.640 -2.768 3.043
H -1.401 -4.845 1.774
H -4.929 -1.295 2.320
H -5.742 -4.178 0.583
H -0.678 -1.985 3.669
C 1.354 -5.185 -1.398
C 1.595 -6.108 -2.267
C 1.329 -7.596 -2.001
O 1.516 -8.307 -2.809
C 0.756 -7.960 -0.774
C 0.545 -7.052 0.152
C 0.799 -5.551 -0.096
O 0.463 -4.796 0.736
O 0.049 -7.373 1.285
O 2.151 -5.826 -3.408
H 1.698 -4.165 -1.558
H 0.539 -9.001 -0.544
H 0.014 -6.555 1.829
H 2.474 -6.682 -3.802
C -1.937 0.749 -6.435
C -0.738 1.012 -6.913
C 0.425 1.306 -5.999
O 1.495 1.461 -6.471
C 0.134 1.362 -4.576
C -1.039 1.035 -4.115
C -2.174 0.687 -4.980
O -3.197 0.403 -4.479
O -1.310 1.069 -2.808
O -0.500 1.091 -8.223
H -2.739 0.607 -7.159
H 0.849 1.634 -3.808
H -2.294 1.052 -2.693
H 0.211 1.744 -8.386
*
```

Here are the Mulliken charges for atoms 1 to 99, given in e: -1.01, 0.07, 1.41, -1.28, -0.40, 0.32, 0.33, 0.26, 0.31, -0.13, 0.05, 0.29, 0.51, -0.26, 0.36, -0.19, -0.98, -0.11, -1.04, 2.14, -0.59, -0.08, 0.39, 0.32, 0.18, 0.07, 0.51, 0.04, -1.25, -0.35, 0.17, 0.45, 0.33, -0.56, 0.11, -0.03, -1.15, 0.13, 0.41, -0.68, 0.37, 0.40, 0.32, 0.33, 0.38, -0.69, 0.07, -0.78, -0.95, 0.06, 0.27, 0.29, 0.29, 0.30, 0.33, 0.34, -0.48, -0.69, 1.94, -1.72, -0.10, 0.59, 0.23, 0.38, 0.31, -1.50, 0.54, 0.74, -1.24, 0.68, 0.42, -0.49, -0.71, 0.04, 1.53, -0.76, -0.56, -0.63, 0.56, 0.41, 0.34, 0.37, -0.28, -0.07, 0.89, -0.51, -0.89, 0.26, 0.88, -0.64, -0.59, -0.32, 0.24, 0.42, 0.36, 0.28, -1.00, 0.47, 0.51


Record 2
Molecular formula: C41H57N8O2P2SbTl
Method: DFT, wB97M-V/def2-TZVPD

Calculated values
**Relative energy (zero: lowest compared OMol25 entry of this formula, charge and spin)**: 3.5 kJ/mol
**E**: -89269.6335 eV
**Kohn-Sham gap**: 0.236 hartree

ORCA input file:
```
! RIJCOSX wB97M-V def2-TZVPD def2/J DEFGRID3
* xyz -1 1
Tl 0.207 0.649 0.379
O -0.577 -1.555 4.520
C -0.090 -1.177 3.460
N -0.145 0.055 2.911
C -0.411 1.109 3.735
O -0.052 1.251 4.891
C -1.166 2.269 3.093
C -1.393 3.413 3.852
C -2.106 4.453 3.291
C -2.575 4.323 1.991
C -2.293 3.154 1.309
N -1.608 2.145 1.844
C 0.664 -2.235 2.653
C 0.905 -3.470 3.250
C 1.640 -4.414 2.558
C 2.109 -4.106 1.288
C 1.815 -2.857 0.773
N 1.114 -1.942 1.438
H -0.996 3.447 4.856
H -2.293 5.359 3.855
H -3.132 5.115 1.509
H -2.623 3.015 0.286
H 0.512 -3.642 4.242
H 1.853 -5.378 3.003
H 2.690 -4.812 0.711
H 2.160 -2.564 -0.215
C -0.318 -0.998 -5.058
P -0.829 -0.245 -3.460
C -2.672 -0.456 -3.662
N -3.188 -0.372 -4.855
C -4.540 -0.510 -4.987
C -5.131 -0.402 -6.264
C -6.486 -0.518 -6.398
C -7.300 -0.749 -5.266
C -6.744 -0.861 -4.022
C -5.346 -0.743 -3.863
N -4.798 -0.874 -2.622
C -3.504 -0.742 -2.503
P -2.699 -0.849 -0.838
C -1.895 -2.497 -1.008
C -4.064 -1.192 0.378
C -3.340 -1.320 1.729
C -4.900 -2.443 0.123
C -4.951 0.055 0.431
C -0.629 1.584 -3.801
C -1.109 2.037 -5.175
C 0.872 1.878 -3.659
C -1.391 2.340 -2.710
H -0.919 -0.650 -5.896
H -0.413 -2.082 -4.978
H 0.734 -0.767 -5.235
H -4.482 -0.223 -7.111
H -6.944 -0.432 -7.374
H -8.371 -0.837 -5.389
H -7.344 -1.041 -3.139
H -2.576 -3.261 -1.385
H -1.520 -2.796 -0.029
H -1.038 -2.408 -1.675
H -2.758 -2.241 1.799
H -4.080 -1.341 2.533
H -2.670 -0.478 1.919
H -4.289 -3.345 0.184
H -5.391 -2.412 -0.849
H -5.670 -2.521 0.896
H -4.355 0.945 0.647
H -5.684 -0.057 1.235
H -5.489 0.207 -0.505
H -0.514 1.591 -5.973
H -0.997 3.122 -5.250
H -2.155 1.784 -5.349
H 1.455 1.366 -4.428
H 1.254 1.581 -2.681
H 1.050 2.950 -3.771
H -2.470 2.171 -2.778
H -1.210 3.413 -2.811
H -1.057 2.036 -1.717
N 1.729 2.856 0.664
C 1.974 3.969 0.405
N 2.204 5.219 0.191
C 2.930 5.625 -0.823
N 3.554 6.074 -1.693
C 6.421 1.922 -0.015
C 4.976 1.908 0.466
C 4.873 2.317 1.932
Sb 3.839 0.091 0.115
C 4.727 -1.334 1.500
C 6.247 -1.364 1.574
C 4.102 -1.189 2.885
C 4.895 -0.568 -1.664
C 4.537 0.357 -2.822
C 4.539 -2.013 -1.993
H 6.850 2.917 0.137
H 6.512 1.692 -1.077
H 7.041 1.211 0.535
H 4.407 2.632 -0.123
H 5.473 1.657 2.564
H 3.843 2.298 2.288
H 5.252 3.334 2.069
H 4.376 -2.285 1.082
H 6.630 -0.461 2.055
H 6.715 -1.441 0.591
H 6.588 -2.216 2.172
H 4.429 -0.270 3.375
H 4.391 -2.024 3.532
H 3.012 -1.162 2.843
H 5.967 -0.497 -1.462
H 3.464 0.321 -3.029
H 5.060 0.066 -3.739
H 4.790 1.398 -2.613
H 3.469 -2.112 -2.200
H 4.784 -2.697 -1.178
H 5.073 -2.359 -2.885
*
```

Here are the Mulliken charges for atoms 1 to 99, given in e: 2.61, -0.75, -0.28, 0.22, -0.31, -0.74, 0.53, -0.71, -0.38, -0.95, -0.21, 0.34, 0.20, -0.57, -0.73, -0.46, -1.33, 1.48, 0.53, 0.40, 0.42, 0.34, 0.57, 0.41, 0.48, 0.54, -1.73, 0.85, -0.08, -0.29, -0.08, -0.36, -0.53, -0.55, -0.52, 0.20, 0.11, -0.68, 1.22, -1.36, 2.18, -2.13, -1.95, -1.85, 2.13, -1.93, -1.99, -2.14, 0.39, 0.43, 0.40, 0.46, 0.38, 0.38, 0.42, 0.42, 0.39, 0.40, 0.29, 0.66, 0.21, 0.38, 0.19, 0.54, 0.21, 0.55, 0.25, 0.37, 0.50, 0.33, 0.35, 0.25, 0.55, 0.37, 0.61, 0.10, -0.41, 0.51, -0.86, 0.55, -0.66, -1.41, 0.59, -1.55, -0.47, 1.03, -1.66, -1.31, 0.41, -1.50, -1.42, 0.47, 0.28, 0.20, 0.13, 0.29, 0.27, 0.46, -0.06


Record 3
Molecular formula: C41H58N8O2PbS2
Method: DFT, wB97M-V/def2-TZVPD

Calculated values
**Relative energy (zero: lowest compared OMol25 entry of this formula, charge and spin)**: 46.8 kJ/mol
**E**: -86391.8327 eV
**Kohn-Sham gap (alpha / beta)**: 0.193 / 0.193 hartree

ORCA input file:
```
! RIJCOSX wB97M-V def2-TZVPD def2/J DEFGRID3
* xyz 0 1
Pb -0.095 1.191 -1.312
C 2.552 5.648 0.115
S 2.088 5.612 -1.642
C 0.827 4.380 -1.678
S 0.097 3.799 -0.264
N 0.529 4.061 -2.908
N -0.139 2.944 -3.125
C -0.743 2.710 -4.238
C -1.285 1.397 -4.462
C -1.813 1.030 -5.708
C -2.268 -0.259 -5.890
C -2.207 -1.152 -4.826
C -1.678 -0.712 -3.624
N -1.229 0.517 -3.452
H 2.695 6.682 0.405
H 1.739 5.193 0.678
H 3.471 5.082 0.254
H -0.830 3.454 -5.026
H -1.842 1.748 -6.513
H -2.657 -0.578 -6.847
H -2.562 -2.164 -4.930
H -1.591 -1.366 -2.769
C -3.983 -0.927 4.813
C -4.836 -1.145 3.556
C -6.243 -0.608 3.828
C -4.962 -2.648 3.274
C -4.156 -0.429 2.397
C -2.922 -0.832 1.963
C -2.243 -0.160 0.916
N -1.060 -0.471 0.398
C -0.117 -1.334 0.768
C 0.098 -1.841 2.068
C 1.141 -2.680 2.354
C 2.006 -3.070 1.303
C 1.906 -2.582 0.032
C 0.830 -1.682 -0.298
O 0.664 -1.239 -1.463
C 2.923 -2.901 -1.057
C 3.596 -1.603 -1.534
C 2.206 -3.582 -2.231
C 4.035 -3.833 -0.572
C 1.391 -3.104 3.794
C 2.590 -4.042 3.954
C 0.149 -3.824 4.331
C 1.674 -1.851 4.634
C -2.913 0.951 0.237
O -2.383 1.528 -0.749
C -4.205 1.360 0.723
C -4.762 0.686 1.771
C -4.916 2.503 0.014
C -5.158 2.095 -1.447
C -4.051 3.770 0.066
C -6.263 2.840 0.661
H -4.439 -1.427 5.665
H -3.900 0.135 5.033
H -2.981 -1.323 4.677
H -6.689 -1.150 4.659
H -6.878 -0.748 2.957
H -6.223 0.445 4.093
H -5.480 -3.134 4.098
H -3.993 -3.125 3.163
H -5.535 -2.816 2.366
H -2.469 -1.713 2.387
H -0.515 -1.449 2.863
H 2.808 -3.746 1.544
H 2.868 -0.931 -1.982
H 4.364 -1.840 -2.272
H 4.065 -1.100 -0.688
H 1.410 -2.946 -2.606
H 1.776 -4.527 -1.906
H 2.907 -3.781 -3.040
H 4.609 -3.377 0.232
H 4.711 -4.030 -1.402
H 3.632 -4.783 -0.230
H 2.444 -4.974 3.414
H 2.713 -4.283 5.008
H 3.508 -3.570 3.616
H -0.095 -4.676 3.700
H -0.712 -3.163 4.361
H 0.328 -4.185 5.341
H 2.540 -1.327 4.238
H 1.878 -2.134 5.664
H 0.832 -1.166 4.631
H -5.728 0.995 2.126
H -4.217 1.851 -1.930
H -5.628 2.909 -1.994
H -5.809 1.224 -1.493
H -3.105 3.619 -0.442
H -3.849 4.043 1.100
H -4.579 4.592 -0.411
H -6.953 2.000 0.606
H -6.715 3.680 0.138
H -6.127 3.130 1.700
C 5.495 1.022 -3.722
C 6.435 1.628 -2.683
C 6.978 0.557 -1.743
C 5.745 2.757 -1.894
N 4.544 2.305 -1.258
C 3.279 2.279 -1.716
N 2.537 1.683 -0.813
N 3.346 1.359 0.186
N 4.533 1.719 -0.061
H 6.032 0.302 -4.333
H 5.096 1.790 -4.380
H 4.665 0.501 -3.252
H 7.272 2.093 -3.211
H 6.177 0.118 -1.153
H 7.709 0.982 -1.060
H 7.455 -0.235 -2.315
H 5.480 3.576 -2.565
H 6.415 3.122 -1.111
H 2.937 2.686 -2.644
*
```

Here are the Mulliken charges for atoms 1 to 99, given in e: 1.54, -0.75, -0.10, 0.49, -0.56, -1.62, 0.98, -1.31, 1.18, -0.92, -0.30, -0.98, -0.40, 0.41, 0.38, 0.31, 0.16, 0.33, 0.45, 0.42, 0.43, 0.56, -1.33, 2.09, -2.37, -1.68, -0.84, -0.18, -0.98, 0.45, -1.04, -0.50, -0.97, -0.19, -0.51, 1.02, -0.83, 2.63, -1.81, -1.89, -2.54, 2.12, -2.36, -1.35, -1.64, 0.99, -0.80, -0.75, -0.06, 2.43, -1.56, -1.47, -2.38, 0.46, 0.35, 0.08, 0.45, 0.47, 0.41, 0.48, 0.26, 0.37, 1.28, 1.41, 0.70, 0.24, 0.59, 0.41, 0.17, 0.46, 0.45, 0.41, 0.44, 0.52, 0.40, 0.46, 0.45, 0.34, 0.05, 0.50, 0.37, 0.45, 0.31, 0.57, 0.15, 0.47, 0.34, 0.14, 0.30, 0.48, 0.42, 0.43, 0.44, -1.21, 0.86, -1.37, -1.35, 1.07, -1.15


Q: Which value of relative energy (zero: lowest compared OMol25 entry of this formula, charge and spin) does entry 1 give?
A: 784.2 kJ/mol


Q: The highest relative energy (zero: lowest compared OMol25 entry of this formula, charge and spin) belongs to which entry?
A: C41H57N3O23